Entry 1:
Density functional theory data (ωB97M-V/def2-TZVPD) for a 2-piece molecular cluster, C5H11N5O overall in a non-equilibrium geometry.

Each line ends with the Löwdin charge.
Element x y z (Å)
C (-1.38148, 0.40249, 3.85136)  -0.09
C (-1.40680, 0.10957, 1.39295)  -0.49
C (2.15729, 0.62443, -3.00486)  -0.09
C (0.98261, 0.16040, -2.39356)  -0.21
C (2.89595, -0.50788, -3.23229)  -0.12
H (-1.18770, -0.66879, 3.83533)  0.07
H (-0.62283, 0.87417, 4.49950)  0.09
H (-2.37788, 0.57290, 4.28622)  0.09
H (-1.56505, 1.87491, 2.39428)  0.13
H (-1.60273, -1.64528, 2.12441)  0.05
H (-0.70373, 1.54819, 0.18477)  0.12
H (-1.47335, -0.79735, -0.53298)  0.07
H (2.37720, 1.64241, -3.29583)  0.09
H (0.12687, 0.74689, -2.03130)  0.08
H (2.49129, -2.41373, -2.53095)  0.14
H (3.91525, -0.64753, -3.59052)  0.11
N (-1.29614, 0.90837, 2.50221)  -0.02
N (-1.41421, -1.15538, 1.25479)  0.13
N (-1.48246, 0.89239, 0.20514)  -0.04
N (0.93585, -1.13409, -2.26306)  0.05
N (2.14553, -1.50245, -2.72500)  -0.05
O (-1.51348, 0.11538, -0.93060)  -0.11

Force components x, y, z for each atom (eV/Å):
C 0.0 0.0 0.3
C 0.1 0.9 -0.8
C 0.1 0.5 -0.4
C -1.5 2.0 0.1
C 0.2 0.5 0.6
H 0.0 0.1 0.1
H -0.3 -0.2 -0.3
H 0.2 -0.1 -0.1
H 0.0 -0.2 -0.3
H 0.3 -0.1 -0.2
H 0.0 -0.2 -0.3
H 0.1 0.2 -0.5
H 0.1 -0.2 0.1
H 0.6 -0.4 -0.5
H -0.1 -0.7 -0.1
H -0.5 -0.1 0.0
N 0.0 0.0 0.2
N -0.6 -0.1 0.5
N 0.0 0.5 1.7
N 1.1 -0.5 0.5
N 0.3 -1.1 -0.5
O -0.3 -0.9 -0.2

Output
energy relative to the best compared isomer or geometry (same formula, charge and spin): 1.5855 eV
SMILES: [H]/N=C(\NC)NO.c1cn[nH]c1
LUMO energy: 0.030 hartree
orbital gap: 9.55 eV
E_HOMO: -8.73 eV
total energy: -546.05520 Eh

=====

Entry 2:
Density functional theory data (ωB97M-V/def2-TZVPD) for one molecule with the formula C7H9NOS in a non-equilibrium geometry.

Each line ends with the Löwdin charge.
Element x y z (Å)
C (0.94568, 0.48295, 1.43435)  -0.11
C (1.85226, -0.03712, 0.48985)  -0.09
C (-0.29239, 0.76873, 1.05825)  -0.07
C (1.60085, -0.04075, -0.81947)  -0.07
C (-0.77704, 0.23521, -0.27748)  -0.28
C (0.29645, 0.35242, -1.32452)  -0.30
C (0.15686, 0.95387, -2.49011)  0.09
N (-1.28382, -1.22446, -0.03195)  -0.27
O (-1.24346, -1.45860, 2.69854)  -0.57
S (-1.81253, -1.89808, 1.41768)  0.85
H (1.30074, 0.76934, 2.36442)  0.09
H (2.86375, -0.06770, 0.92004)  0.12
H (-1.03120, 1.18530, 1.75221)  0.12
H (2.44237, -0.13630, -1.47782)  0.11
H (-1.62906, 0.93033, -0.71096)  0.16
H (0.93522, 1.02413, -3.24097)  0.07
H (-0.85584, 1.13587, -2.86179)  0.07
H (-0.41488, -1.73036, -0.31226)  0.08
H (-3.05397, -1.24478, 1.41198)  0.00

Force components x, y, z for each atom (eV/Å):
C -1.8 0.6 -0.7
C 2.0 0.4 0.2
C -0.9 -0.1 0.1
C 0.8 -0.1 0.0
C -3.0 1.6 -0.1
C 0.8 -0.7 1.2
C -1.3 -0.6 -1.3
N 2.2 1.1 -1.3
O 0.4 0.1 0.0
S -1.2 -0.1 0.1
H 0.5 0.3 1.8
H -0.2 -0.7 -0.8
H 0.3 -0.1 -0.4
H 0.1 -0.3 -0.5
H 1.1 -1.7 1.2
H 0.2 0.1 0.3
H 0.3 0.5 0.2
H -1.2 -0.2 0.4
H 0.7 -0.2 -0.4

Output
energy relative to the best compared isomer or geometry (same formula, charge and spin): 2.7223 eV
LUMO energy: -0.003 hartree
orbital gap: 8.30 eV
E_HOMO: -8.37 eV
total energy: -800.18411 Eh

=====

Entry 3:
Density functional theory data (ωB97M-V/def2-TZVPD) for a 2-piece molecular cluster, C2H2O2 overall in a non-equilibrium geometry.

Each line ends with the Löwdin charge.
Element x y z (Å)
C (-0.03190, 0.33271, 0.65477)  -0.04
C (0.03728, -0.35986, -0.65493)  -0.04
O (0.54926, 0.45093, 2.58702)  -0.27
O (-0.69460, 0.86644, -0.27165)  0.08
H (0.80568, -0.08426, -1.53614)  0.16
H (-0.66572, -1.20597, -0.77907)  0.11

Force components x, y, z for each atom (eV/Å):
C 1.8 -0.1 2.7
C 1.0 0.0 -2.1
O -1.2 -0.1 -3.6
O -0.8 0.8 0.7
H -1.6 -1.0 2.5
H 0.8 0.5 -0.2

Output
energy relative to the best compared isomer or geometry (same formula, charge and spin): 7.1903 eV
LUMO energy (spin up / spin down): -0.021 / -0.020 hartree
orbital gap (spin up / spin down): 9.62 / 9.52 eV
E_HOMO (spin up / spin down): -10.18 / -10.06 eV
total energy: -227.58356 Eh

=====

Entry 4:
Density functional theory data (ωB97M-V/def2-TZVPD) for C4H7ClO as an isolated structure in a non-equilibrium geometry.

Each line ends with the Löwdin charge.
Element x y z (Å)
C (-1.38705, -0.29719, -0.39321)  -0.37
C (-0.04778, 0.29601, -0.07499)  -0.65
C (1.08257, -0.24821, 0.92460)  -0.12
C (1.25390, -0.28191, -0.56417)  -0.19
H (-1.89193, 1.01428, 0.80286)  0.20
H (-1.58576, 0.33877, -1.43156)  0.17
H (-1.19515, -1.35054, -0.43539)  0.12
H (0.86907, -1.13537, 1.36967)  0.05
H (1.84010, 0.39662, 1.47770)  0.12
H (2.22528, 0.28386, -0.93702)  0.14
H (1.48459, -1.24913, -1.08333)  0.11
O (-2.52158, 0.02418, 0.34943)  -0.14
Cl (-0.12626, 2.20864, -0.00460)  0.55

Force components x, y, z for each atom (eV/Å):
C -0.2 2.4 -3.6
C 2.8 1.3 1.7
C 0.3 3.0 -1.5
C 3.5 0.0 -1.3
H -3.8 -3.6 -1.4
H 0.6 -2.5 1.5
H -0.4 -0.8 -0.6
H -0.7 -2.4 1.4
H -1.7 -0.5 -0.7
H -2.7 -0.1 0.8
H -1.6 0.5 0.5
O 4.0 4.6 3.3
Cl -0.1 -1.9 -0.2

Output
energy relative to the best compared isomer or geometry (same formula, charge and spin): 4.0992 eV
LUMO energy: 0.027 hartree
orbital gap: 10.69 eV
E_HOMO: -9.94 eV
total energy: -691.89527 Eh

=====

Entry 5:
Density functional theory data (ωB97M-V/def2-TZVPD) for C38H110CdN6O21 as an isolated structure in a non-equilibrium geometry.

Each line ends with the Löwdin charge.
Element x y z (Å)
Cd (-0.60123, -14.90995, -21.40588)  1.40
C (0.67662, -14.10224, -18.38331)  -0.32
O (0.70837, -14.49732, -19.68561)  -0.45
H (1.31317, -14.76881, -17.80143)  0.06
H (1.06903, -13.11016, -18.15994)  0.04
H (-0.33018, -14.20195, -17.97767)  0.05
C (-2.26278, -16.83479, -19.37930)  -0.27
O (-1.61055, -16.48858, -20.57173)  -0.48
H (-3.23137, -17.27872, -19.60920)  0.04
H (-1.75994, -17.57929, -18.76207)  0.07
H (-2.49251, -15.96692, -18.76112)  0.05
C (1.13042, -17.24195, -22.92377)  -0.08
O (0.95799, -15.91033, -22.45613)  -0.30
C (1.93483, -15.05450, -23.01799)  -0.18
C (1.67533, -13.61035, -22.65866)  -0.17
N (0.22423, -13.44477, -22.74157)  -0.14
C (-0.22670, -12.12380, -22.40754)  -0.16
C (-1.75756, -12.27534, -22.19134)  -0.18
O (-2.08884, -13.29133, -21.27135)  -0.29
C (-3.47591, -13.59145, -21.12701)  -0.07
H (1.10076, -17.28822, -24.01238)  0.08
H (0.20851, -17.75942, -22.65841)  0.08
H (2.02998, -17.76035, -22.59187)  0.10
H (1.87988, -15.23555, -24.09145)  0.11
H (2.91758, -15.32525, -22.63200)  0.13
H (2.26501, -12.87484, -23.20583)  0.12
H (1.92131, -13.42263, -21.61349)  0.09
H (0.08040, -13.50728, -23.73932)  0.06
H (-0.02564, -11.31675, -23.11205)  0.11
H (0.21265, -11.72045, -21.49519)  0.12
H (-2.21160, -12.54494, -23.14490)  0.11
H (-2.27043, -11.41222, -21.76700)  0.10
H (-3.98998, -14.06841, -21.96149)  0.08
H (-4.02678, -12.65454, -21.04433)  0.10
H (-3.71518, -14.16598, -20.23215)  0.08
C (6.63958, -4.99284, -21.31241)  -0.09
O (6.00782, -6.24418, -20.88510)  -0.19
C (5.95371, -7.10373, -22.01349)  -0.24
C (5.66500, -8.49316, -21.46721)  -0.22
N (4.28837, -8.77427, -21.04155)  -0.05
C (4.06286, -10.10527, -20.52230)  -0.20
C (2.62268, -10.24994, -19.91475)  -0.21
O (2.63307, -9.62703, -18.62760)  -0.18
C (1.34783, -9.72095, -18.09435)  -0.13
H (5.86600, -4.34214, -21.72020)  0.08
H (7.43857, -5.11447, -22.04380)  0.08
H (6.90019, -4.40935, -20.42940)  0.08
H (6.86658, -7.14831, -22.60745)  0.11
H (5.10617, -6.77755, -22.61631)  0.12
H (6.33387, -8.74940, -20.64559)  0.12
H (5.91532, -9.17869, -22.27683)  0.11
H (4.32248, -8.20937, -20.20500)  0.10
H (4.68323, -10.34668, -19.65919)  0.12
H (4.30308, -10.93664, -21.18503)  0.11
H (2.32358, -11.29621, -19.85188)  0.10
H (1.88615, -9.79543, -20.57736)  0.11
H (1.27219, -10.71365, -17.65059)  0.08
H (0.56701, -9.61031, -18.84680)  0.07
H (1.26137, -8.99262, -17.28802)  0.10
C (1.75916, -11.27009, -27.96061)  -0.16
O (2.01013, -11.84030, -26.74113)  -0.17
C (1.01765, -11.52921, -25.73270)  -0.15
C (-0.41602, -12.22722, -25.86380)  -0.19
N (-0.48628, -13.63988, -25.54722)  -0.05
C (0.28859, -14.50244, -26.47677)  -0.17
C (-0.39284, -15.86266, -26.51636)  -0.20
O (-1.65456, -15.84816, -27.20361)  -0.20
C (-1.50898, -15.61656, -28.64130)  -0.07
H (1.03346, -11.77277, -28.59995)  0.08
H (2.63369, -11.47528, -28.57802)  0.09
H (1.63018, -10.19056, -27.88262)  0.10
H (0.78051, -10.47722, -25.57398)  0.12
H (1.45804, -11.91881, -24.81488)  0.09
H (-0.76410, -12.04533, -26.88059)  0.10
H (-1.16198, -11.64446, -25.32339)  0.11
H (-1.46686, -13.87391, -25.60881)  0.05
H (1.29076, -14.68340, -26.08816)  0.11
H (0.41654, -14.16016, -27.50369)  0.10
H (-0.51316, -16.17691, -25.47960)  0.11
H (0.22790, -16.58280, -27.04943)  0.12
H (-1.24891, -14.58206, -28.86547)  0.07
H (-2.40450, -15.88667, -29.20092)  0.08
H (-0.71977, -16.26552, -29.02093)  0.08
C (-6.91155, -14.61114, -23.22604)  -0.08
O (-6.76057, -14.77425, -21.82010)  -0.21
C (-6.21710, -16.02068, -21.36032)  -0.20
C (-6.05642, -16.14234, -19.83972)  -0.20
N (-7.15754, -15.58404, -19.06172)  -0.03
C (-6.77907, -14.22252, -18.54403)  -0.20
C (-8.03953, -13.47317, -17.92682)  -0.14
O (-9.00707, -13.15410, -18.96955)  -0.18
C (-8.51479, -12.27458, -19.90581)  -0.15
H (-7.78575, -13.97505, -23.36482)  0.09
H (-6.98035, -15.57673, -23.72705)  0.08
H (-6.04632, -14.04357, -23.56861)  0.07
H (-5.17775, -16.08471, -21.68239)  0.09
H (-6.66614, -16.89429, -21.83283)  0.12
H (-5.09083, -15.82451, -19.44636)  0.09
H (-6.06473, -17.22405, -19.70580)  0.11
H (-7.78827, -15.18900, -19.74452)  0.08
H (-6.28701, -13.62132, -19.30858)  0.09
H (-5.99794, -14.36814, -17.79789)  0.09
H (-7.56788, -12.63414, -17.41528)  0.11
H (-8.46275, -14.16076, -17.19456)  0.12
H (-8.03509, -11.44956, -19.37921)  0.08
H (-9.34659, -11.91645, -20.51241)  0.09
H (-7.76541, -12.67439, -20.58895)  0.07
C (-3.09182, -12.87291, -17.56207)  -0.13
O (-3.35326, -11.60980, -18.05479)  -0.18
C (-2.24402, -10.71113, -18.21509)  -0.17
C (-2.63379, -9.68982, -19.34842)  -0.18
N (-3.86588, -9.01406, -18.94562)  -0.06
C (-4.34768, -8.13072, -19.98732)  -0.22
C (-5.80792, -7.68105, -19.83582)  -0.20
O (-6.67944, -8.82770, -19.83163)  -0.20
C (-7.96354, -8.38270, -20.20839)  -0.11
H (-3.98539, -13.47181, -17.38614)  0.07
H (-2.63035, -12.82015, -16.57599)  0.10
H (-2.54599, -13.48984, -18.27591)  0.06
H (-1.29773, -11.14924, -18.53244)  0.10
H (-1.93459, -10.19871, -17.30416)  0.12
H (-2.78725, -10.11781, -20.33907)  0.08
H (-1.80677, -8.98164, -19.39967)  0.11
H (-4.59340, -9.70528, -18.83163)  0.10
H (-4.10995, -8.52097, -20.97690)  0.11
H (-3.70360, -7.25198, -19.95456)  0.12
H (-5.99004, -7.10999, -20.74620)  0.11
H (-6.07019, -7.03095, -19.00114)  0.13
H (-8.28295, -7.67916, -19.43956)  0.09
H (-8.65615, -9.22159, -20.14003)  0.07
H (-7.89924, -7.95760, -21.21002)  0.09
C (-1.09288, -20.35866, -21.45022)  -0.13
O (-0.81979, -21.67640, -21.08153)  -0.17
C (-1.82753, -22.10616, -20.10434)  -0.20
C (-1.50652, -23.54075, -19.68383)  -0.20
N (-0.47308, -23.55391, -18.60359)  -0.06
C (0.18553, -24.90006, -18.50428)  -0.19
C (1.04865, -25.06378, -17.26678)  -0.23
O (2.05342, -24.08632, -17.31883)  -0.18
C (2.86293, -24.04362, -16.20284)  -0.14
H (-0.20503, -20.12683, -22.03852)  0.09
H (-1.31249, -19.74113, -20.57929)  0.08
H (-1.92462, -20.17182, -22.12948)  0.07
H (-2.85621, -22.08526, -20.46418)  0.11
H (-1.91816, -21.38502, -19.29205)  0.12
H (-1.08892, -24.00349, -20.57802)  0.11
H (-2.37630, -24.11238, -19.36009)  0.11
H (0.24055, -22.86052, -18.77696)  0.10
H (0.70325, -25.08258, -19.44595)  0.12
H (-0.69274, -25.52780, -18.35367)  0.11
H (1.47955, -26.06397, -17.31167)  0.12
H (0.47562, -24.93030, -16.34921)  0.12
H (2.42886, -23.87106, -15.21800)  0.09
H (3.57077, -23.23180, -16.37018)  0.09
H (3.52989, -24.90291, -16.13296)  0.08
O (3.80795, -14.19205, -20.11722)  -0.05
H (2.92332, -14.27830, -19.76193)  -0.01
H (4.34968, -14.73813, -19.54752)  0.04
O (-3.54604, -18.20928, -22.29396)  -0.04
H (-3.82242, -18.96959, -21.78232)  0.07
H (-3.20355, -17.59483, -21.64483)  0.01
O (-1.81752, -15.37193, -23.23305)  -0.08
H (-2.17394, -16.25109, -23.36058)  0.03
H (-2.31986, -14.82003, -23.83247)  0.00
O (3.92075, -17.54794, -20.41217)  -0.06
H (3.03909, -17.23726, -20.20629)  -0.02
H (3.83793, -18.50100, -20.44443)  0.03
O (-4.13715, -16.71669, -24.37884)  -0.05
H (-3.95640, -17.33904, -23.67439)  -0.02
H (-4.57819, -17.23637, -25.05088)  0.06
O (-3.28279, -14.07489, -25.28353)  -0.05
H (-3.53963, -13.64177, -26.09757)  0.07
H (-3.73445, -14.91848, -25.30768)  0.02
O (1.15783, -17.46867, -19.75413)  -0.06
H (0.26266, -17.67929, -20.01969)  0.00
H (1.15635, -16.51858, -19.63763)  0.00

Force components x, y, z for each atom (eV/Å):
Cd -0.2 -0.4 2.9
C -0.2 -0.8 0.4
O 1.0 0.1 -1.3
H 0.2 -0.2 0.6
H -0.1 0.7 -0.2
H -0.3 0.3 0.5
C 0.0 0.5 -1.0
O -1.1 -1.9 0.6
H -0.6 -0.3 0.1
H 0.5 0.0 0.2
H 0.1 0.2 0.4
C -1.2 -0.3 -0.3
O 1.8 -1.2 -0.8
C 1.0 0.0 -0.2
C -0.3 -0.2 1.6
N 2.0 2.2 -1.5
C -1.7 0.6 1.7
C -0.6 0.7 -0.2
O -0.5 -0.5 0.8
C -0.9 1.2 -0.1
H 0.3 0.4 -0.4
H 0.3 -0.2 0.6
H 0.0 0.3 0.4
H 0.3 0.3 -0.3
H 0.2 -0.2 -0.1
H 0.0 -0.2 -0.5
H 0.2 -0.3 0.1
H -1.0 -0.8 -0.7
H -0.1 -0.2 -0.6
H 0.2 -0.5 0.4
H -0.2 0.2 -0.4
H 0.4 0.6 -0.6
H 0.7 -0.4 -0.5
H 0.0 0.3 0.3
H 0.7 0.0 0.0
C -1.7 0.0 1.1
O 1.9 1.5 -1.0
C -1.5 -0.8 1.4
C 0.2 -1.5 -1.1
N 0.5 1.1 0.2
C -1.0 -1.0 1.2
C 1.6 0.2 -0.7
O 0.0 0.1 -1.5
C 0.2 -0.4 1.1
H -0.2 -0.1 -0.7
H 0.1 -0.2 0.3
H 0.7 -0.5 0.1
H 0.2 0.3 0.1
H 0.0 -0.1 -0.5
H 0.5 0.3 0.1
H 0.0 -0.3 -0.1
H -1.2 0.5 0.3
H 0.5 0.2 0.3
H -0.3 0.3 -0.7
H 0.2 -0.4 0.3
H -0.1 0.5 0.0
H -0.5 -0.2 0.1
H -0.1 0.3 0.0
H -0.2 0.1 -0.1
C 0.9 0.1 -1.8
O -1.4 -0.1 2.1
C -1.0 -1.8 0.3
C 1.3 1.0 -1.2
N 1.0 0.3 -0.9
C -0.5 -0.6 0.7
C 0.0 0.2 -0.8
O -0.2 0.4 -0.8
C 0.4 -0.4 1.1
H -1.0 0.2 0.5
H 0.5 0.4 0.2
H -0.3 0.1 -0.2
H 0.6 0.4 -0.5
H 0.1 0.2 0.0
H 0.2 0.0 -0.7
H 0.2 -0.1 0.8
H 0.0 -0.5 0.0
H 0.1 0.3 0.0
H -0.2 0.6 0.0
H -0.5 -0.2 -0.1
H 0.4 -0.1 0.1
H 0.0 0.1 0.1
H -0.3 0.0 0.6
H 0.2 0.0 -0.1
C 0.5 0.2 0.9
O -0.3 -0.7 1.0
C 1.7 0.9 -0.6
C -1.1 -0.7 -0.2
N 0.1 2.2 0.0
C -0.5 -0.6 0.9
C 1.8 -1.4 -1.7
O 0.4 -1.4 2.1
C 0.5 1.1 -0.5
H -0.1 -0.3 -0.2
H -0.1 0.1 -0.2
H 0.2 -0.2 -0.5
H 0.3 0.0 -0.5
H -0.8 0.1 0.2
H 0.0 0.4 -0.3
H 0.1 -0.2 0.3
H -0.9 -0.9 -0.5
H -0.2 0.2 -0.3
H -0.2 0.1 0.5
H -0.7 0.7 -0.1
H -0.5 0.2 -0.3
H 0.0 0.5 -0.2
H -0.1 0.1 0.1
H 0.1 -0.4 -0.1
C 0.3 -1.0 0.6
O 0.0 1.3 -0.6
C -0.3 0.2 -1.7
C -0.4 -0.3 2.1
N -0.3 0.1 -0.2
C 0.4 0.9 0.9
C 0.5 -1.1 -0.9
O 0.8 0.5 -0.2
C 0.1 -0.5 0.8
H -0.6 0.6 -0.2
H 0.6 -0.1 0.0
H 0.7 0.1 0.1
H -0.1 -1.0 -0.3
H -0.7 0.2 0.3
H 0.3 -0.6 -0.1
H 0.0 0.3 -0.1
H 0.1 -0.4 0.3
H -0.7 -0.4 -0.5
H -0.1 0.5 0.1
H -0.3 0.2 -0.2
H 0.5 -0.1 0.4
H -0.3 0.5 -0.3
H 0.1 -0.1 -0.3
H -0.5 0.2 0.0
C 0.7 0.3 -0.7
O -2.2 -0.9 1.5
C 0.3 -0.6 -0.4
C 1.6 0.9 0.7
N -0.2 -0.8 0.1
C -1.6 1.6 0.4
C -0.1 0.4 -0.8
O -0.4 0.2 -0.2
C 1.9 0.5 0.2
H 0.0 0.9 0.4
H 0.6 0.4 0.1
H -0.4 -0.7 -0.2
H 0.0 -0.1 -1.0
H 0.8 0.0 0.5
H -0.2 -0.3 -0.3
H -0.1 0.2 0.1
H 0.0 0.2 -0.2
H 0.2 -0.6 0.1
H 0.3 -0.7 -0.4
H 0.2 -0.3 0.3
H -0.3 -0.1 0.0
H -0.7 -0.1 -0.1
H -0.1 0.3 0.0
H -0.2 -0.6 0.1
O 0.4 0.3 -0.3
H -1.0 -0.1 0.1
H 0.2 -0.2 0.0
O -0.2 -0.3 -0.3
H -0.1 -0.2 0.0
H 0.9 0.7 0.6
O -0.4 -0.5 -0.8
H -0.1 -0.3 0.0
H -0.1 0.3 -0.3
O 0.8 0.2 -0.3
H -0.6 -0.2 0.1
H -0.1 -0.2 0.1
O -0.2 0.9 -1.0
H 0.0 -0.6 0.8
H -0.1 -0.1 -0.2
O -0.3 0.6 0.1
H 0.0 0.2 -0.2
H -0.2 -0.8 0.2
O 0.7 -0.9 0.2
H -0.5 0.2 -0.2
H -0.4 1.2 0.1

Output
LUMO energy: -0.004 hartree
orbital gap: 7.43 eV
E_HOMO: -7.54 eV
total energy: -3589.72026 Eh